(1)
Below is 2 unconnected molecules or ions with the total composition C3H8OS, with properties calculated with the ωB97M-V functional and the def2-TZVPD basis.

Last columns: bonded neighbours and bond lengths (Å).
Element x y z (Å)
1 O 2.02459 3.44579 1.17397  C2 1.158
2 C 3.07269 3.22731 1.61651  O1 1.158, H3 1.206, H4 1.215
3 H 3.84155 4.09720 1.29123  C2 1.206
4 H 3.42060 2.21983 2.19990  C2 1.215
5 C -0.84241 -3.10721 -0.77035  S6 1.798, H8 1.045, H9 1.085, H10 1.090
6 S -1.33274 -1.42124 -1.15843  C5 1.798, C7 1.792
7 C -1.43043 -0.26709 0.20910  S6 1.792, H11 1.126, H12 1.097, H13 1.149
8 H 0.16887 -3.19440 -1.01738  C5 1.045
9 H -1.39073 -3.74595 -1.45410  C5 1.085
10 H -1.05701 -3.38667 0.26075  C5 1.090
11 H -1.23523 0.79260 -0.11712  C7 1.126
12 H -2.49636 -0.17221 0.44862  C7 1.097
13 H -0.92374 -0.55500 1.19967  C7 1.149

For the orbital gap, the calculation gives 9.1 eV. The calculation puts the molar mass at 92.16 g/mol. The value obtained for the LUMO energy is 0.91 eV. The SMILES is C=O.CSC.


(2)
Below is a single C3H8OS molecule, with properties calculated with the ωB97M-V functional and the def2-TZVPD basis.

Last columns: bonded neighbours and bond lengths (Å).
Element x y z (Å)
1 C -1.16763 0.71830 0.12481  C2 1.540, H5 1.133, H6 1.078, S13 1.812
2 C 0.27479 0.55835 -0.39119  C1 1.540, C3 1.521, H7 1.120, H8 1.084
3 C 0.91847 -0.74826 0.04699  C2 1.521, H9 1.102, H10 1.081, O12 1.403
4 H -2.13471 -1.43273 0.82904  S13 1.333
5 H -1.03343 0.89689 1.23528  C1 1.133
6 H -1.64278 1.61386 -0.24185  C1 1.078
7 H 0.78158 1.43806 0.08126  C2 1.120
8 H 0.32696 0.68889 -1.46623  C2 1.084
9 H 0.42301 -1.58026 -0.47840  C3 1.102
10 H 0.79071 -0.96970 1.09724  C3 1.081
11 H 2.34484 0.22670 -0.33984  O12 0.926
12 O 2.29863 -0.68685 -0.19877  C3 1.403, H11 0.926
13 S -2.18043 -0.72324 -0.29835  C1 1.812, H4 1.333

For the orbital gap, the calculation gives 10.0 eV. The calculation puts the molar mass at 92.16 g/mol. The value obtained for the LUMO energy is 0.82 eV. The SMILES is OCCCS.


(2) is favored, and the nearest alternative lies 142.3 kJ/mol above it.